Entry from the OMol25 dataset: C17H39HgN2O3S2Si as an isolated structure (wB97M-V/def2-TZVPD).

Last column: natural (NBO) charge in e.
Element x y z (Å)
Hg (-2.522, -1.496, -1.469)  0.4540
C (2.388, 2.630, 2.132)  -0.6155
C (1.414, 1.507, 2.456)  0.2794
C (-0.022, 1.989, 2.295)  -0.6433
C (1.642, 0.984, 3.869)  -0.6282
O (1.719, 0.444, 1.538)  -0.9571
Si (0.831, -0.778, 0.925)  2.2186
S (-0.379, 0.026, -0.628)  -0.7816
O (-0.034, -1.405, 2.159)  -0.9627
C (-0.833, -2.577, 2.360)  0.2793
C (-0.630, -3.598, 1.248)  -0.6409
C (-2.287, -2.128, 2.423)  -0.6211
C (-0.398, -3.166, 3.695)  -0.6158
O (1.837, -1.880, 0.274)  -0.9598
C (3.256, -2.075, 0.307)  0.2816
C (3.750, -2.093, 1.750)  -0.6369
C (3.929, -0.962, -0.486)  -0.6335
C (3.500, -3.426, -0.350)  -0.6128
H (2.268, 3.456, 2.835)  0.2063
H (2.212, 3.000, 1.121)  0.2131
H (3.415, 2.265, 2.191)  0.2123
H (-0.213, 2.809, 2.989)  0.2107
H (-0.726, 1.181, 2.506)  0.2245
H (-0.201, 2.335, 1.277)  0.2232
H (1.486, 1.780, 4.600)  0.2063
H (2.662, 0.609, 3.971)  0.2097
H (0.951, 0.168, 4.079)  0.2250
H (-0.917, -3.183, 0.280)  0.2095
H (-1.241, -4.481, 1.442)  0.2134
H (0.416, -3.897, 1.186)  0.2247
H (-2.589, -1.692, 1.470)  0.2086
H (-2.410, -1.371, 3.199)  0.2139
H (-2.942, -2.972, 2.646)  0.2072
H (0.652, -3.460, 3.649)  0.2118
H (-0.998, -4.042, 3.946)  0.2067
H (-0.510, -2.423, 4.486)  0.2127
H (3.603, -1.119, 2.216)  0.2246
H (4.812, -2.343, 1.783)  0.2098
H (3.197, -2.839, 2.324)  0.2099
H (3.718, 0.005, -0.029)  0.2262
H (3.548, -0.951, -1.508)  0.2147
H (5.010, -1.112, -0.512)  0.2061
H (3.004, -4.215, 0.216)  0.2089
H (4.568, -3.644, -0.393)  0.2056
H (3.095, -3.426, -1.363)  0.2154
C (-0.890, 2.435, -4.298)  -0.4147
N (-2.119, 1.688, -4.533)  -0.4241
C (-1.984, 0.626, -5.514)  -0.4101
C (-3.154, 1.706, -3.661)  0.3360
S (-4.225, 0.423, -3.496)  -0.3022
N (-3.269, 2.850, -2.917)  -0.4552
C (-4.058, 2.828, -1.698)  -0.4044
C (-3.256, 4.147, -3.582)  -0.4076
H (-0.058, 1.731, -4.226)  0.2129
H (-0.955, 2.984, -3.365)  0.2281
H (-0.685, 3.132, -5.114)  0.1960
H (-1.474, 1.027, -6.391)  0.1983
H (-2.964, 0.255, -5.796)  0.2397
H (-1.402, -0.208, -5.112)  0.2018
H (-3.847, 1.923, -1.136)  0.2300
H (-5.132, 2.868, -1.902)  0.1974
H (-3.772, 3.693, -1.099)  0.1995
H (-2.852, 4.059, -4.586)  0.2147
H (-2.657, 4.867, -3.022)  0.2018
H (-4.278, 4.532, -3.658)  0.1980

Calculated values
HOMO-LUMO gap (alpha / beta) = 8.17 / 6.22 eV
⟨S²⟩ = 0.76
maximum force = 0.0149 Eh/bohr
LUMO level (alpha / beta) = 0.61 / -1.93 eV
multiplicity = 2